1.
C52H58N2O7P2RuS3 | ωB97M-V/def2-TZVPD

Geometry (Å):
Ru  -1.00  0.05  0.50
O  0.76  0.82  1.49
P  1.73  1.96  1.09
C  1.20  2.66  -0.49
P  1.20  1.39  -1.77
O  0.61  0.12  -1.13
C  2.85  1.16  -2.37
C  3.55  -0.02  -2.15
C  4.84  -0.16  -2.64
C  5.42  0.88  -3.34
C  4.73  2.07  -3.57
C  3.44  2.21  -3.09
C  0.20  1.98  -3.12
C  -0.16  1.05  -4.10
C  -0.92  1.46  -5.19
C  -1.30  2.79  -5.31
C  -0.93  3.72  -4.34
C  -0.18  3.32  -3.25
C  1.67  3.30  2.26
C  2.11  4.58  1.92
C  2.17  5.57  2.88
C  1.79  5.29  4.19
C  1.34  4.02  4.53
C  1.29  3.02  3.57
C  3.38  1.33  0.95
C  4.44  2.19  0.67
C  5.73  1.69  0.56
C  5.96  0.33  0.75
C  4.90  -0.53  1.03
C  3.61  -0.03  1.12
H  1.83  3.51  -0.77
H  0.18  3.02  -0.35
H  3.11  -0.82  -1.57
H  5.38  -1.08  -2.47
H  6.43  0.77  -3.73
H  5.19  2.87  -4.13
H  2.89  3.12  -3.29
H  0.16  0.02  -4.02
H  -1.21  0.74  -5.95
H  -1.89  3.11  -6.16
H  -1.21  4.76  -4.45
H  0.10  4.05  -2.50
H  2.40  4.82  0.90
H  2.52  6.56  2.62
H  1.85  6.06  4.95
H  1.05  3.80  5.55
H  0.96  2.02  3.84
H  4.28  3.26  0.55
H  6.55  2.35  0.35
H  6.97  -0.06  0.68
H  5.09  -1.59  1.16
H  2.79  -0.71  1.32
O  -1.86  1.73  1.50
S  -1.92  2.92  2.48
C  -3.72  3.18  2.77
C  -4.60  2.18  2.04
C  -4.66  0.82  2.74
C  -5.56  -0.18  2.01
S  -4.71  -1.05  0.64
O  -3.36  -0.32  0.48
C  -4.43  -2.63  1.38
C  -3.63  -2.79  2.50
C  -3.52  -4.05  3.07
C  -4.22  -5.12  2.53
C  -5.01  -4.95  1.41
C  -5.11  -3.70  0.81
C  -1.51  4.35  1.53
C  -1.89  4.46  0.20
C  -1.61  5.64  -0.47
C  -0.96  6.68  0.19
C  -0.58  6.55  1.51
C  -0.85  5.37  2.20
H  -3.91  4.21  2.46
H  -3.85  3.12  3.86
H  -4.26  2.07  1.01
H  -5.61  2.61  2.01
H  -5.07  0.95  3.74
H  -3.66  0.41  2.85
H  -6.42  0.31  1.56
H  -5.92  -0.97  2.67
H  -3.09  -1.95  2.92
H  -2.90  -4.19  3.95
H  -4.15  -6.10  3.00
H  -5.56  -5.79  0.99
H  -5.73  -3.55  -0.07
H  -2.39  3.64  -0.31
H  -1.91  5.75  -1.51
H  -0.76  7.60  -0.34
H  -0.07  7.36  2.02
H  -0.54  5.24  3.23
O  -0.65  -1.09  2.60
H  -1.05  -0.60  3.33
H  0.30  -0.92  2.72
O  -2.10  1.14  -1.22
H  -2.97  0.81  -0.95
H  -1.91  0.78  -2.10
C  -2.40  -5.58  -1.48
C  -1.70  -6.16  -0.26
C  -1.12  -5.10  0.66
N  0.00  -4.38  0.02
C  -0.01  -3.17  -0.49
S  -1.45  -2.19  -0.41
N  1.08  -2.65  -1.09
C  2.40  -3.22  -1.23
O  3.33  -2.49  -1.02
C  2.51  -4.62  -1.68
C  3.61  -5.37  -1.26
C  3.76  -6.67  -1.71
C  2.83  -7.22  -2.58
C  1.74  -6.47  -3.02
C  1.57  -5.17  -2.56
H  -2.86  -6.37  -2.07
H  -1.71  -5.05  -2.13
H  -3.19  -4.88  -1.18
H  -0.90  -6.85  -0.56
H  -2.40  -6.76  0.33
H  -0.71  -5.55  1.57
H  -1.87  -4.38  0.96
H  0.83  -4.93  -0.13
H  1.04  -1.65  -1.27
H  4.34  -4.91  -0.60
H  4.61  -7.26  -1.38
H  2.96  -8.23  -2.93
H  1.04  -6.90  -3.72
H  0.74  -4.58  -2.91

The value obtained for the energy above the lowest of the compared OMol25 structures with the same formula, charge and spin is 0.0 kcal/mol. As for the frontier orbital gap (spin up / spin down): 0.33108 / 0.24018 hartree. The calculation puts the highest occupied orbital energy (spin up / spin down) at -15.55 / -15.54 eV. The expectation value of S² is 8.76. Its spin multiplicity is 6. As for the total charge: +3.


2.
C4H10O2 | ωB97M-V/def2-TZVPD

Geometry (Å):
C  1.09  1.41  -0.21
C  0.37  0.28  0.45
C  -0.22  -1.14  -1.21
O  1.10  -0.50  1.19
C  -1.07  0.30  0.93
O  -1.34  -1.03  1.15
H  0.80  2.35  0.27
H  2.17  1.27  -0.12
H  0.83  1.48  -1.27
H  -0.30  -0.27  -1.87
H  0.76  -1.61  -1.32
H  -0.97  -1.85  -1.60
H  0.40  -1.11  1.58
H  -1.08  0.89  1.86
H  -1.72  0.80  0.19
H  -0.83  -1.26  -0.01

The value obtained for the energy above the lowest of the compared OMol25 structures with the same formula, charge and spin is 87.5 kcal/mol. As for the frontier orbital gap: 0.34142 hartree. The calculation puts the highest occupied orbital energy at -8.84 eV.